Record 1
Here is the molecule C2H3N3 from OMol25. Energies are from ωB97M-V with the def2-TZVPD basis set.

Geometry as XYZ:
```
8
Properties=species:S:1:pos:R:3:forces:R:3
H 1.471040 1.651511 -0.017468 0.645 3.306 -0.333
N -1.140261 0.779650 0.035009 2.644 -0.100 -0.053
C 1.451949 0.658344 0.093464 -2.295 -6.748 0.713
H -0.004972 -2.152852 -0.018324 0.142 -3.453 -0.222
C -0.024076 -1.168973 0.158029 1.393 1.351 -0.113
H -1.941869 1.267485 -0.353121 -0.360 -0.881 0.015
N 1.263665 -0.543095 0.170448 -0.029 4.461 -0.101
N -1.075478 -0.492069 -0.068034 -2.139 2.063 0.095
```
Forces are in eV/Å.

**E_HOMO (spin up / spin down)**: -8.01 / -8.01 eV
**Orbital gap (spin up / spin down)**: 7.754 / 7.752 eV

Record 2
Here is the molecule C2H3N3 from OMol25. Energies are from ωB97M-V with the def2-TZVPD basis set.

Geometry as XYZ:
```
8
Properties=species:S:1:pos:R:3:forces:R:3
H 2.063732 0.610260 -0.124859 0.817 0.758 0.275
H -2.032576 -0.356571 0.165289 2.182 -0.184 -0.644
N 0.962470 -1.134582 -0.026795 0.758 -0.218 0.812
C -0.178289 0.757570 -0.012493 0.186 -0.936 0.291
N -0.269006 -1.462756 0.012588 -0.718 -0.711 -0.512
H -0.665141 1.719347 -0.025066 0.500 0.146 0.030
N -0.989625 -0.347849 -0.050166 -1.314 1.149 1.102
C 1.108437 0.214584 0.061503 -2.411 -0.004 -1.354
```
Forces are in eV/Å.

**E_HOMO**: -9.86 eV
**Orbital gap**: 10.694 eV
**SMILES string**: c1c[nH]nn1

Record 3
Here is the molecule C2H3N3 from OMol25. Energies are from ωB97M-V with the def2-TZVPD basis set.

Geometry as XYZ:
```
8
Properties=species:S:1:pos:R:3:forces:R:3
H -0.946401 0.206689 1.426188 -0.973 -1.975 -0.443
C 0.000085 -0.137318 -0.196824 -3.051 -1.232 1.056
H -0.374883 -1.373945 1.357029 -0.808 0.845 -1.021
N -0.941546 -0.678536 0.805506 1.293 4.135 1.164
C -0.157293 1.303883 -0.716576 1.837 1.027 0.362
H 1.608475 -0.668940 -1.044355 -1.585 -0.833 -0.330
N 0.731078 -1.062058 -0.589483 4.352 1.099 -1.559
N 0.080486 2.410226 -1.041484 -1.066 -3.066 0.771
```
Forces are in eV/Å.

**E_HOMO**: -10.41 eV
**Orbital gap**: 10.365 eV
**SMILES string**: [H]/N=C(/N)C#N

Record 4
Here is the molecule C2H3N3O from OMol25. Energies are from ωB97M-V with the def2-TZVPD basis set.

Geometry as XYZ:
```
9
Properties=species:S:1:pos:R:3:forces:R:3
H -2.306436 0.752186 -0.838949 -0.979 0.320 0.295
N 1.034429 0.765263 0.945257 2.584 -5.212 0.404
N -1.596984 0.179787 -1.219219 2.201 -4.288 -0.338
N -0.183573 0.907903 0.490636 -2.262 3.573 -0.950
O 0.294073 -1.045029 -0.196614 1.022 -0.087 -0.739
H 2.089939 -1.372749 0.851367 -0.881 2.354 -0.399
H -1.811157 -0.788845 -1.589227 -0.710 1.957 0.347
C 1.380679 -0.504980 0.572735 -1.649 0.240 0.262
C -0.564353 -0.028524 -0.300568 0.675 1.144 1.118
```
Forces are in eV/Å.

**E_HOMO**: -8.99 eV
**Orbital gap**: 9.690 eV
**SMILES string**: Nc1nnco1

Record 5
Here is the molecule C2H3N3O from OMol25. Energies are from ωB97M-V with the def2-TZVPD basis set.

Geometry as XYZ:
```
9
Properties=species:S:1:pos:R:3:forces:R:3
H -1.850695 -0.938961 -1.762516 -0.935 -1.596 -1.021
C 0.568452 0.897848 0.652866 0.816 0.147 0.530
N 0.946743 -0.367345 0.809152 0.101 -0.265 0.025
N -0.339717 0.994888 -0.242812 0.607 1.404 0.649
H 0.934990 1.748082 1.165390 0.667 0.318 0.680
C -0.544783 -0.262733 -0.621754 -0.428 1.525 0.449
H 1.648619 -0.703143 1.437668 0.074 -0.446 -0.034
N 0.232817 -1.201046 -0.024886 -1.545 1.282 -1.091
O -1.629579 -0.093159 -1.431252 0.643 -2.369 -0.187
```
Forces are in eV/Å.

**E_HOMO**: -9.49 eV
**Orbital gap**: 10.446 eV
**SMILES string**: Oc1nc[nH]n1

Record 6
Here is the molecule C2H3N3O from OMol25. Energies are from ωB97M-V with the def2-TZVPD basis set.

Geometry as XYZ:
```
9
Properties=species:S:1:pos:R:3:forces:R:3
C 1.412392 0.226690 -0.071242 -0.489 1.263 0.487
H -0.105781 1.943063 0.038559 0.233 -1.489 -0.360
N -0.019975 -1.319509 -0.049656 -0.797 -2.088 -1.023
N 1.273603 -1.129000 -0.080920 -0.986 1.641 0.641
N -0.688165 -0.203428 -0.144446 3.888 1.302 0.848
H -2.330733 -1.051942 0.296850 1.069 1.717 -0.782
O -2.002000 -0.160034 -0.075159 -2.720 -1.501 0.670
C 0.188570 0.869716 -0.082714 -0.962 -0.270 0.016
H 2.272088 0.824448 0.168731 0.763 -0.576 -0.498
```
Forces are in eV/Å.

**E_HOMO**: -9.94 eV
**Orbital gap**: 10.631 eV
**SMILES string**: On1ccnn1

Record 7
Here is a cluster of 2 separate species, C2H3N3O in total from OMol25. Energies are from ωB97M-V with the def2-TZVPD basis set.

Geometry as XYZ:
```
9
Properties=species:S:1:pos:R:3:forces:R:3
C -1.655486 1.829237 1.092000 1.806 -1.978 1.168
N -0.902048 1.295727 1.812118 -1.960 1.675 -1.642
O -0.247612 -0.361885 -2.641561 -0.503 1.674 -0.286
H 2.238107 -0.665355 0.233240 1.121 -0.450 0.165
N 0.285155 -0.992067 -1.782455 0.416 -2.292 -1.111
C 1.290862 -1.146661 0.344787 0.241 2.586 -2.691
H -2.320110 2.080143 0.279281 0.172 0.274 0.460
H 0.849885 -1.220229 1.246853 -1.083 -0.883 3.148
N 0.461247 -0.818911 -0.584263 -0.209 -0.606 0.790
```
Forces are in eV/Å.

**E_HOMO (spin up / spin down)**: -8.71 / -8.70 eV
**Orbital gap (spin up / spin down)**: 8.294 / 8.289 eV
**SMILES string**: C=NN=O.C#N

Record 8
Here is a structure of composition C2H3N3O from OMol25. Energies are from ωB97M-V with the def2-TZVPD basis set.

Geometry as XYZ:
```
9
Properties=species:S:1:pos:R:3:forces:R:3
C 1.119231 0.799658 0.040200 0.345 0.385 0.240
N -2.020459 -0.235503 0.159124 3.185 1.571 -0.623
N 1.313624 -0.493127 0.268971 3.190 -2.963 -1.361
H 2.291673 -1.026785 -0.029151 -3.552 1.953 0.778
H -2.387201 0.723731 0.431067 0.315 -1.404 -0.899
H 2.085808 1.194996 0.049748 0.822 2.468 0.108
N -0.106961 1.189024 -0.153498 2.408 0.224 -0.302
C -0.754564 -0.000648 -0.155438 -4.436 -2.458 1.969
O 0.189786 -1.113596 -0.210302 -2.277 0.224 0.090
```
Forces are in eV/Å.

**E_HOMO**: -9.02 eV
**Orbital gap**: 9.306 eV

Record 9
Here is the molecule C2H3N3O2 from OMol25. Energies are from ωB97M-V with the def2-TZVPD basis set.

Geometry as XYZ:
```
10
Properties=species:S:1:pos:R:3:forces:R:3
C 1.164887 -0.193308 -0.036670 -3.711 1.881 1.823
H -2.910024 -1.251522 -0.178631 2.248 2.145 0.958
O 2.232306 -0.550074 0.053078 5.999 -2.946 -0.271
O 0.035898 -0.898796 0.016416 -0.832 -2.164 -2.360
C -2.189815 -0.378991 0.246348 -1.178 -1.335 1.049
H -2.709675 0.528448 0.318717 -1.369 1.309 -0.749
N -1.012085 -0.047629 -0.589275 2.881 -0.313 3.634
N 0.817725 1.164482 0.205432 -5.403 0.058 -2.207
H -1.980566 -0.438645 1.388983 0.324 -0.844 -2.035
N -0.433610 1.195499 -0.093741 1.042 2.208 0.157
```
Forces are in eV/Å.

**E_HOMO**: -10.85 eV
**Orbital gap**: 10.164 eV
**SMILES string**: Cn1nnc(=O)o1

Record 10
Here is a cluster of 2 separate species, C2H3N3O2 in total from OMol25. Energies are from ωB97M-V with the def2-TZVPD basis set.

Geometry as XYZ:
```
10
Properties=species:S:1:pos:R:3:forces:R:3
N -0.227075 0.210580 -0.929797 -0.742 -0.497 0.095
H 1.439030 -0.712338 -0.419657 0.178 -0.689 -0.035
N 0.198831 2.758688 0.563823 -3.660 4.228 2.750
C 0.362493 -0.795272 -0.500022 2.380 2.058 -1.349
C 0.878884 1.836832 0.455731 2.052 -0.997 0.236
H -1.221151 0.160420 -0.767953 -0.856 -0.337 -0.476
O -1.382486 -2.123363 -0.035908 -1.144 0.030 -0.520
O 0.550279 -2.792012 0.495360 1.916 -1.297 0.430
N -0.179736 -2.011634 -0.020156 -2.280 -0.138 1.188
H -0.419068 3.468096 1.158582 2.156 -2.363 -2.319
```
Forces are in eV/Å.

**E_HOMO**: -10.43 eV
**Orbital gap**: 9.481 eV

For the records above, the corresponding energy above the lowest of the compared OMol25 structures with the same formula, charge and spin values read 106.7, 24.7, 36.7, 49.6, 32.5, 79.5, 131.8, 78.5, 117.4, 149.0 kcal/mol.